1.
43
Properties=species:S:1:pos:R:3 method="wB97M-V/def2-TZVPD" total_charge=-1 spin_multiplicity=4 e_homo_ha="-0.0826 / -0.1494" relative_energy_ev=2.159 lumo_energy_ha="0.0883 / 0.0875"
V 0.38580 0.16669 -1.29008
Cl -1.33517 0.20364 -2.29900
C 1.31582 -1.31312 -2.21443
H 2.04472 -1.81449 -1.54103
H 1.88326 -0.96080 -3.10134
H 0.60804 -2.09404 -2.56353
Ce -0.81966 2.17742 -2.71626
C -1.99438 3.50297 -1.63831
C -0.75480 2.73751 -4.71116
C 0.94572 1.80203 -1.90493
H 0.29989 2.95626 -4.98808
H -1.14196 1.92462 -5.36160
H -1.36925 3.65254 -4.85875
H -1.36104 3.98905 -0.86384
H -2.39891 4.28202 -2.32083
H -2.83543 2.97423 -1.14154
H 1.84978 1.77723 -2.55250
H 1.05711 2.53391 -1.07476
C 0.28970 -3.68587 -0.50413
Si 0.39418 -2.46158 0.92679
C -1.05263 -3.06058 1.96021
C 2.04286 -2.86083 1.73720
N 0.25314 -0.64686 0.63591
C 0.06200 0.25666 1.72860
C -0.31682 1.57763 1.45680
C -0.53867 2.48758 2.49615
C -0.38054 2.09007 3.82550
C -0.00431 0.78038 4.11614
C 0.21235 -0.12943 3.08379
H 0.22955 -4.70590 -0.07143
H 1.18882 -3.71425 -1.14158
H -0.62945 -3.50894 -1.09885
H -0.93184 -4.14958 2.13978
H -1.11947 -2.55409 2.93911
H -1.99257 -2.89179 1.39715
H 2.85811 -2.58307 1.03636
H 2.19849 -2.31952 2.68748
H 2.10060 -3.95190 1.93141
H -0.46479 1.90026 0.44073
H -0.83872 3.50219 2.26975
H -0.55856 2.78827 4.62957
H 0.11460 0.46444 5.14543
H 0.50438 -1.12096 3.37407

2.
45
Properties=species:S:1:pos:R:3 method="wB97M-V/def2-TZVPD" total_charge=0 e_homo_ha=-0.3311 relative_energy_ev=0.027 lumo_energy_ha=0.0124
C 1.82588 -1.08177 -2.47656
C 0.51342 -1.81874 -2.80990
C -0.77140 -1.38944 -2.05112
C -1.93986 -2.24214 -2.65882
C -0.60544 -1.55563 -0.52807
N 0.04069 -0.33076 0.01823
C 0.67676 -0.33155 1.21781
O 0.91306 -1.35390 1.83646
C 1.06654 1.03754 1.83995
N 0.71594 2.23398 1.08652
C -0.50136 2.67774 0.76377
C -0.62923 4.08225 0.30639
O -1.47818 1.92989 0.78879
C 2.58052 0.99910 2.18546
C 3.53509 0.74603 1.02862
O 2.94952 2.21884 2.74729
C -1.88698 -1.94311 0.20910
O -2.22905 -3.11975 0.26933
N -2.56676 -0.93810 0.76122
C -3.77498 -1.18396 1.54542
H 1.69614 -0.00590 -2.53370
H 2.20656 -1.39440 -1.52106
H 2.55352 -1.43056 -3.20364
H 0.34468 -1.68495 -3.85912
H 0.67362 -2.87584 -2.63079
H -1.02902 -0.32072 -2.21505
H -2.91030 -2.06910 -2.19935
H -1.72446 -3.29061 -2.49258
H -2.09988 -2.04017 -3.68913
H 0.06388 -2.38853 -0.34144
H -0.24664 0.58164 -0.31545
H 0.52611 1.12748 2.80768
H 1.43693 2.88982 0.92781
H -1.00636 4.71210 1.12946
H 0.33657 4.48151 -0.00454
H -1.27680 4.11723 -0.55362
H 2.75972 0.22138 2.93178
H 4.59080 0.75667 1.31376
H 3.38602 1.54319 0.31722
H 3.26937 -0.19286 0.54864
H 2.50683 2.29996 3.59235
H -2.22182 0.00393 0.68690
H -3.71536 -2.07404 2.16456
H -4.61749 -1.30998 0.89639
H -3.93684 -0.29371 2.16303

3.
45
Properties=species:S:1:pos:R:3 method="wB97M-V/def2-TZVPD" total_charge=-1 e_homo_ha=-0.0856 relative_energy_ev=11.226 lumo_energy_ha=0.0771
Rb 0.72577 1.45554 1.03627
O -0.33874 5.47874 1.14950
C 0.04730 4.38632 0.54219
O 0.21764 4.52420 -0.64010
O 0.25786 3.34873 1.18173
H -0.24719 5.83893 0.26435
C 1.81295 -0.39475 -0.89215
C 0.30901 -0.62917 -1.19364
C -0.01072 -1.90472 -0.39303
C -1.46043 -2.29437 -0.31188
C -2.31460 -1.14166 0.24690
C -2.07057 0.24565 -0.40463
N -0.55045 0.48225 -0.64464
O -0.23341 1.76055 -1.15059
C -2.54885 1.27103 0.67226
C -2.93160 0.35110 -1.69220
C 0.24517 -0.93681 -2.71036
H 1.87748 -0.23491 0.18414
H 2.23629 0.55036 -1.23223
H 2.50484 -1.18455 -1.18473
H 0.27981 -1.79826 0.65213
H 0.58861 -2.73164 -0.77396
H -1.58171 -3.23491 0.22550
H -1.89767 -2.48959 -1.29107
H -2.22859 -1.11953 1.33328
H -3.35673 -1.41338 0.07892
H -3.63656 1.21110 0.70940
H -2.33028 2.32369 0.49274
H -2.19493 1.09760 1.68852
H -4.01423 0.37266 -1.56749
H -2.81787 -0.49026 -2.37577
H -2.66261 1.26314 -2.22504
H 0.86526 -1.78993 -2.98565
H 0.54774 -0.08181 -3.31494
H -0.75917 -1.09659 -3.10263
C 2.18515 -1.93091 1.10958
C 2.28748 -0.72329 2.07733
O 1.30619 0.00124 2.29694
C 3.61308 -0.49178 2.75174
H 2.57039 -2.80839 1.62892
H 2.73540 -1.64226 0.21403
H 1.14484 -2.15639 0.87503
H 3.52634 0.46465 3.26731
H 4.40378 -0.38670 2.00888
H 3.89866 -1.32075 3.39932

4.
52
Properties=species:S:1:pos:R:3 method="wB97M-V/def2-TZVPD" total_charge=+1 e_homo_ha=-0.4268 lumo_energy_ha=-0.1675
N 3.84298 -1.65303 0.98677
C 2.72870 -1.68851 0.18236
C 2.07911 -0.43296 -0.64770
N 1.55220 0.70305 0.21772
C 0.34098 1.57055 -0.17977
C -1.04533 0.71365 -0.36359
C -1.71454 0.16545 1.03010
F -0.94095 -1.02258 1.55358
Br -1.84221 1.63058 2.42604
C -3.26945 -0.41345 0.82599
F -3.28020 -1.64701 -0.02190
F -3.78067 -0.85748 2.17675
Br -4.55696 0.98171 0.18068
C 2.15297 1.08150 1.42462
N 1.48957 0.89255 2.77134
N 3.56221 1.70417 1.39739
H 4.04235 -2.60944 1.39836
H 2.19490 -2.75133 0.07933
H 2.94730 0.01314 -1.33225
H 1.20801 -0.79904 -1.34824
H 0.24829 2.51030 0.52658
H 0.60379 2.01262 -1.25643
H -1.83996 1.46900 -0.83630
H -0.91046 -0.13372 -1.18870
H 2.25483 0.86613 3.50366
H 1.14333 -0.11334 2.75365
H 4.27121 0.91735 1.50004
H 3.76472 2.11840 0.45587
C -4.53057 4.34205 1.16506
C -3.31931 4.92377 0.49244
O -2.23748 4.34039 0.47740
N -3.44191 6.13832 -0.11562
C -4.61201 6.97892 -0.21052
H -4.27381 3.37254 1.60281
H -4.86898 5.00345 1.96743
H -5.32943 4.18937 0.43422
H -2.58214 6.46083 -0.54501
H -4.83208 7.13387 -1.26959
H -4.37551 7.94102 0.25065
H -5.48027 6.54119 0.28260
C 1.89571 -6.57680 -0.70406
C 2.08382 -5.28436 -1.44714
O 1.47828 -4.25999 -1.13909
N 2.95783 -5.26517 -2.49386
C 3.75967 -6.34849 -3.01175
H 1.16912 -6.43161 0.10123
H 1.51197 -7.34636 -1.37956
H 2.84253 -6.89654 -0.26030
H 3.02792 -4.35844 -2.94167
H 4.80948 -6.05143 -2.95053
H 3.49015 -6.49743 -4.06028
H 3.61032 -7.27737 -2.46082

5.
48
Properties=species:S:1:pos:R:3 method="wB97M-V/def2-TZVPD" total_charge=0 e_homo_ha=-0.3581 lumo_energy_ha=0.0107
C 0.43806 7.23512 15.32855
C 0.23470 5.96379 16.15303
O 0.71582 4.76241 15.55959
C 2.07036 4.56534 15.42920
C 2.33262 3.27023 14.65691
O 2.94841 5.40424 15.66903
H 0.24947 8.16201 15.87022
H -0.22714 7.23226 14.46507
H 1.43037 7.31813 14.88524
H 0.48784 5.98803 17.21295
H -0.85054 5.91969 16.24473
H 3.38346 3.14539 14.39566
H 1.82891 3.25146 13.69046
H 2.21978 2.30947 15.15923
C 0.88211 16.04679 13.96203
C -0.04435 14.87816 13.63082
C -1.20266 14.57971 14.52093
O 0.23009 14.14201 12.68684
H 1.30458 15.88413 14.95358
H 0.47673 17.05717 14.01575
H 1.72043 16.06569 13.26563
H -1.95542 14.13088 13.87287
H -1.55733 15.51330 14.95763
H -0.85389 13.86810 15.26931
Br -6.09667 13.91151 9.45216
C -5.10596 13.94055 7.77356
C -3.61320 13.98992 8.21511
Br -2.49323 14.53002 6.65501
H -5.44974 14.80773 7.20973
H -5.47653 13.12709 7.14981
H -3.46323 12.95635 8.52710
H -3.33375 14.68536 9.00655
Br 9.15141 21.10439 9.99868
C 7.95646 21.29796 11.62477
C 6.74096 20.29381 11.36687
Br 7.12341 18.40694 11.97715
H 7.57701 22.31893 11.58312
H 8.45826 21.17195 12.58415
H 6.33122 20.30790 10.35691
H 5.97970 20.70781 12.02807
Br -7.55013 9.16662 13.29289
C -6.39641 9.88656 14.70250
C -7.26661 10.20758 15.91184
Br -6.10548 10.87987 17.33989
H -5.75008 10.65949 14.28664
H -5.75053 9.02215 14.85655
H -7.80578 9.35256 16.31966
H -7.85484 11.07390 15.60918

Calculated values (eV) of E for the records, taken in order: -74384.2127 -26548.5877 -26259.8255 -175164.5115 -440298.8898.